The following is a DFT calculation (ωB97M-V/def2-TZVPD) of a 2-piece molecular cluster, C4H7Cl2N3S overall at a distorted geometry.

Each line ends with the Löwdin charge.
Cartesian coordinates (Å):
C 1.7014 -1.6973 -0.4141  -0.785
C 2.6075 0.4696 0.0622  -0.741
C -3.1689 0.5198 -0.2026  -0.114
C -2.3145 0.3563 0.9201  0.183
N 0.5360 -1.3665 -0.7033  -0.266
N 2.7900 -0.7983 -0.1396  0.080
N 1.4144 0.9809 -0.0533  -0.154
S 0.0099 0.1675 -0.8344  1.104
Cl 2.2744 -3.3017 -0.6010  0.866
Cl 3.8742 1.4571 0.7014  0.909
H -4.3132 0.7755 0.1274  0.224
H -2.8547 1.4056 -0.7913  0.098
H -3.2426 -0.4219 -0.8402  0.146
H -2.3923 -0.5570 1.5221  0.137
H -1.7335 1.1531 1.0747  0.029
H 3.6232 -1.1197 0.3213  0.150
H 1.1888 1.9770 -0.1495  0.133

## Properties
LUMO level = -10.24 eV
F_max = 4.2 eV/Å
DFT total energy = -1638.6688 Ha
relative energy (zero: lowest compared OMol25 entry of this formula, charge and spin) = 240.7 kJ/mol
total charge = +2



The following is a DFT calculation (ωB97M-V/def2-TZVPD) of a 6-piece molecular cluster, C16H26N2O16S4 overall at a distorted geometry.

Each line ends with the Löwdin charge.
Cartesian coordinates (Å):
O 22.8164 17.8367 -11.7732  -0.198
S 23.4184 18.7681 -12.6540  0.638
O 24.1954 19.8321 -12.0956  -0.243
O 24.2435 18.0482 -13.8811  -0.187
C 24.1998 18.8824 -15.0344  -0.168
C 22.9126 19.7284 -14.9339  -0.122
O 22.3004 19.2864 -13.7035  -0.233
H 25.1182 19.4470 -15.1834  0.096
H 24.1609 18.2038 -15.8848  0.111
H 22.1195 19.5723 -15.6571  0.106
H 23.1048 20.7887 -14.7590  0.109
O 22.9551 25.9973 -12.7644  -0.224
S 21.9443 25.1711 -12.1959  0.642
O 20.6459 25.7695 -11.9912  -0.240
O 21.7919 23.7737 -13.0020  -0.206
C 21.5141 22.7527 -12.0350  -0.163
C 22.4026 23.0611 -10.8386  -0.139
O 22.4382 24.5001 -10.7989  -0.198
H 20.4487 22.8528 -11.8121  0.133
H 21.6217 21.7661 -12.4750  0.120
H 23.4290 22.7073 -10.9076  0.126
H 21.9441 22.7253 -9.9117  0.136
O 29.1411 16.3039 -14.7805  -0.225
S 27.7791 16.7491 -14.6949  0.639
O 26.8078 16.0497 -15.4774  -0.231
O 27.2507 16.9780 -13.2116  -0.190
C 27.8075 18.1787 -12.6804  -0.140
C 27.8520 19.1666 -13.8814  -0.161
O 27.6973 18.3569 -15.0422  -0.221
H 27.1046 18.4770 -11.9055  0.131
H 28.7699 18.0117 -12.1951  0.129
H 28.7512 19.7658 -13.9744  0.127
H 26.9641 19.7869 -13.7542  0.105
O 17.5813 18.6987 -15.2721  -0.218
S 18.9745 18.5653 -15.5877  0.644
O 19.8822 17.9707 -14.6671  -0.204
O 19.1226 17.8061 -17.0182  -0.200
C 19.2225 18.7585 -18.1039  -0.143
C 19.1225 20.1408 -17.4748  -0.171
O 19.5923 19.9511 -16.1421  -0.207
H 20.2591 18.5818 -18.4074  0.111
H 18.5629 18.5076 -18.9278  0.135
H 18.1017 20.5204 -17.4186  0.131
H 19.7668 20.8315 -18.0112  0.132
C 23.3049 19.4744 -18.4441  -0.118
C 24.4678 20.2399 -18.2004  -0.122
C 25.5131 19.3796 -18.0699  -0.134
N 25.0312 18.1076 -18.2760  0.028
C 23.6736 18.1534 -18.4675  -0.127
H 22.3128 19.8759 -18.5759  0.082
H 24.4101 21.3041 -18.0253  0.093
H 26.5800 19.4866 -17.9604  0.118
H 25.5797 17.2736 -18.3831  0.153
H 23.0684 17.2833 -18.6558  0.114
C 26.3196 23.0774 -13.4230  -0.080
C 27.5747 22.7245 -13.9619  -0.119
C 27.3923 22.1169 -15.1930  -0.150
N 26.0457 22.0678 -15.3974  0.012
C 25.3886 22.6849 -14.3726  -0.130
H 26.0792 23.4774 -12.4549  0.093
H 28.5603 22.8657 -13.5444  0.094
H 28.0916 21.6855 -15.8874  0.112
H 25.5563 21.8220 -16.2390  0.109
H 24.3216 22.8217 -14.4472  0.101

## Properties
structure (SMILES) = O=S1(=O)OCCO1.O=S1(=O)OCCO1.O=S1(=O)OCCO1.O=S1(=O)OCCO1.c1cc[nH]c1.c1cc[nH]c1
LUMO level = 0.17 eV
F_max = 2.1 eV/Å
DFT total energy = -3531.2500 Ha
relative energy (zero: lowest compared OMol25 entry of this formula, charge and spin) = 0.0 kJ/mol



The following is a DFT calculation (ωB97M-V/def2-TZVPD) of a 2-piece molecular cluster, C9H14O overall at a distorted geometry.

Each line ends with the Löwdin charge.
Cartesian coordinates (Å):
C -2.5845 1.1621 2.5104  -0.070
C -1.1923 1.0045 1.9858  -0.286
C -0.7241 0.2087 0.9825  -0.059
C 0.5967 0.3797 0.4428  -0.075
C 1.4986 1.3376 0.9960  -0.077
C 1.0801 2.0700 2.1714  -0.092
C -0.2386 1.9141 2.6329  -0.043
H -2.6878 1.3540 3.5879  0.084
H -3.2001 0.3161 2.2384  0.074
H -3.0586 1.9711 2.0821  0.051
H -1.4117 -0.5806 0.4213  0.148
H 0.6904 -0.1531 -0.4425  0.016
H 2.4737 1.6023 0.4165  0.124
H 1.9069 2.5975 2.5128  0.064
H -0.6661 2.4004 3.5769  0.120
C 0.9429 -2.6727 -3.3874  -0.123
C 0.9529 -1.7343 -2.2362  -0.360
O 0.2248 -0.5267 -2.4239  -0.118
H 1.3910 -3.6244 -3.1507  0.068
H 1.3817 -2.2586 -4.3197  0.079
H -0.1417 -2.8555 -3.7334  0.106
H 0.3855 -2.2241 -1.4425  0.115
H 2.0717 -1.4755 -2.0625  0.144
H 0.3085 -0.2128 -3.3589  0.110

## Properties
structure (SMILES) = Cc1ccccc1.CCO
LUMO level = 0.86 eV
F_max = 3.6 eV/Å
DFT total energy = -426.5012 Ha
relative energy (zero: lowest compared OMol25 entry of this formula, charge and spin) = 188.0 kJ/mol



The following is a DFT calculation (ωB97M-V/def2-TZVPD) of a 4-piece molecular cluster, C21H51BI2N4O12PS3 overall at a distorted geometry.

Each line ends with the Löwdin charge.
Cartesian coordinates (Å):
C 1.0688 0.5130 -1.1567  -0.118
C 0.9026 -0.8813 -0.5179  -0.797
I 1.6038 -1.0303 1.5020  0.990
C -0.5248 -1.4826 -0.5435  -0.761
I -0.7251 -2.7878 -2.2479  0.983
N -1.6368 -0.5244 -0.6635  0.082
C -2.2415 0.1189 0.2959  -0.335
N -1.8578 0.0312 1.6390  -0.023
C -1.3708 1.3823 2.1020  -0.024
B -0.4396 2.3149 1.1834  -0.678
O 0.7320 2.7431 1.7206  0.165
O -0.9073 2.8710 -0.0130  0.124
C -3.1990 -0.2071 2.2508  -0.045
C -4.2820 0.4420 1.2961  -0.386
C -4.9030 1.7115 1.9100  -0.016
C -5.3058 -0.6378 0.8499  -0.119
C -6.6986 -0.5751 1.5206  -0.175
C -7.7259 0.3132 0.7912  -0.184
C -8.5708 -0.4991 -0.1997  -0.263
O -9.4065 -1.3596 0.5666  -0.059
N -3.3878 0.8456 0.1383  -0.111
P -3.8789 1.7533 -1.2313  0.743
N -5.1404 1.4099 -2.0558  -0.229
H 1.8538 0.4601 -1.9206  0.087
H 1.4118 1.2610 -0.4307  0.042
H 0.1666 0.8609 -1.6707  0.068
H 1.5685 -1.5614 -1.0513  0.032
H -0.7127 -2.1063 0.3309  0.049
H -2.0241 -0.4196 -1.5934  0.095
H -0.8632 1.2177 3.0581  0.127
H -2.2659 1.9970 2.2993  0.107
H 1.3153 3.2080 1.1072  0.086
H -0.9694 2.2858 -0.7639  0.032
H -3.3426 -1.2877 2.3431  0.129
H -3.2321 0.2019 3.2648  0.140
H -5.8052 2.0242 1.3790  0.077
H -4.1756 2.5321 1.8958  0.082
H -5.1657 1.5351 2.9590  0.101
H -5.4603 -0.5922 -0.2332  0.089
H -4.8864 -1.6346 1.0430  0.115
H -6.6085 -0.2998 2.5779  0.114
H -7.0964 -1.5995 1.5242  0.118
H -7.2375 1.1206 0.2308  0.092
H -8.4136 0.7458 1.5280  0.124
H -7.9096 -1.0914 -0.8612  0.119
H -9.1760 0.1778 -0.8156  0.119
H -9.7878 -2.0179 -0.0095  0.085
H -3.8601 3.0582 -0.7172  0.032
H -2.6567 1.7058 -1.9438  0.012
H -5.6610 0.5939 -1.7712  -0.041
O 3.2283 2.6028 0.7971  -0.305
S 4.4181 2.4787 -0.0058  0.565
O 5.0792 1.2118 -0.0559  -0.268
O 5.4255 3.6175 0.3989  -0.251
C 5.7535 3.7810 1.8106  -0.221
C 6.7248 2.7329 2.2996  -0.060
C 4.0888 3.0345 -1.6418  -0.105
H 4.8280 3.7849 2.3868  0.115
H 6.1843 4.7777 1.8636  0.128
H 6.2659 1.7442 2.3172  0.077
H 7.0518 2.9781 3.3095  0.093
H 7.5985 2.6870 1.6494  0.067
H 3.6063 4.0067 -1.5924  0.081
H 3.4326 2.3000 -2.1026  0.058
H 5.0303 3.0891 -2.1817  0.083
O -6.8955 -5.0340 -0.8633  -0.292
S -6.4427 -6.2874 -1.3957  0.566
O -5.3468 -6.9488 -0.7571  -0.272
O -6.1245 -6.0886 -2.9402  -0.260
C -5.2664 -4.9827 -3.2955  -0.246
C -3.8156 -5.2847 -2.9886  -0.088
C -7.7880 -7.4008 -1.5728  -0.115
H -5.6172 -4.0860 -2.7827  0.108
H -5.4313 -4.8448 -4.3619  0.125
H -3.6456 -5.3582 -1.9151  0.068
H -3.1575 -4.5094 -3.3801  0.023
H -3.5265 -6.2369 -3.4339  0.091
H -8.5983 -6.8933 -2.0879  0.078
H -8.0881 -7.6886 -0.5676  0.081
H -7.4461 -8.2691 -2.1297  0.080
O 10.4589 2.9167 1.3211  -0.286
S 10.9346 1.5982 1.0169  0.561
O 11.7324 0.8973 1.9737  -0.268
O 11.6781 1.6310 -0.3840  -0.266
C 12.7248 2.6213 -0.5622  -0.244
C 14.0213 2.2220 0.1073  -0.070
C 9.5853 0.5774 0.5317  -0.124
H 12.3603 3.5847 -0.2040  0.113
H 12.8437 2.6873 -1.6415  0.122
H 13.9289 2.2252 1.1921  0.074
H 14.8037 2.9266 -0.1754  0.083
H 14.3199 1.2210 -0.2028  0.086
H 8.9986 1.0989 -0.2197  0.073
H 8.9925 0.3965 1.4259  0.073
H 9.9810 -0.3576 0.1447  0.076

## Properties
LUMO level = -3.28 eV
F_max = 1.3 eV/Å
DFT total energy = -4108.6009 Ha
relative energy (zero: lowest compared OMol25 entry of this formula, charge and spin) = 0.0 kJ/mol
total charge = +1



The following is a DFT calculation (ωB97M-V/def2-TZVPD) of one molecule with the formula C4H5NO2.

Each line ends with the Löwdin charge.
Cartesian coordinates (Å):
O 2.1292 1.0399 1.6328  0.096
C 2.1336 0.2307 0.7446  -0.159
C 0.9141 -0.0996 -0.1246  -0.398
O 1.1017 -0.4543 -1.2680  0.111
N -0.3359 0.0894 0.5020  -0.014
C -1.4036 -0.7771 -0.0482  -0.105
C -1.3593 0.6433 -0.4040  -0.104
H 3.0477 -0.2846 0.3985  0.127
H -2.1034 -1.1314 0.7067  0.110
H -1.0946 -1.4947 -0.8069  0.112
H -0.9959 0.8839 -1.3982  0.113
H -2.0337 1.3545 0.0653  0.111

## Properties
structure (SMILES) = O=CC(=O)N1CC1
LUMO level = -0.37 eV
F_max = 0.7 eV/Å
DFT total energy = -360.5876 Ha
relative energy (zero: lowest compared OMol25 entry of this formula, charge and spin) = 214.7 kJ/mol



The following is a DFT calculation (ωB97M-V/def2-TZVPD) of C14H28ClNO4Si2TeTl as an isolated structure.

Each line ends with the Löwdin charge.
Cartesian coordinates (Å):
Tl 1.5113 0.1248 0.4210  0.927
C 0.6713 -1.3021 -3.0854  -0.164
Si -0.9311 -1.2535 -2.0850  0.506
C -1.2229 -2.8972 -1.2449  -0.149
C -2.4518 -0.8964 -3.1621  -0.147
C -0.7625 0.3183 -0.9744  -0.263
C -1.4304 0.3862 0.3291  -0.431
C -2.8111 0.2200 0.4686  0.005
C -3.3863 0.4173 1.7118  -0.014
C -2.5930 0.7564 2.8008  -0.017
C -1.2345 0.8952 2.5871  -0.106
N -0.6850 0.7378 1.3882  -0.020
Si -0.4238 2.0693 -1.7068  0.472
C -0.1236 3.2416 -0.2609  -0.172
C -1.9822 2.6376 -2.6055  -0.146
C 1.0613 2.0830 -2.8647  -0.169
H 0.7800 -2.2855 -3.5460  0.045
H 1.5461 -1.1421 -2.4515  0.010
H 0.6932 -0.5634 -3.8854  0.025
H -1.5059 -3.6384 -1.9940  0.049
H -2.0108 -2.8421 -0.4967  0.037
H -0.3260 -3.2495 -0.7394  0.029
H -2.5626 -1.7165 -3.8743  0.046
H -2.3836 0.0284 -3.7298  0.011
H -3.3613 -0.8655 -2.5620  0.033
H -3.4143 -0.0388 -0.3893  0.114
H -4.4571 0.3125 1.8253  0.124
H -3.0089 0.8830 3.7889  0.120
H -0.5520 1.1285 3.3945  0.124
H -1.0097 3.3329 0.3691  0.044
H 0.1154 4.2383 -0.6352  0.048
H 0.7024 2.9219 0.3776  0.002
H -2.8491 2.6621 -1.9438  0.043
H -2.2293 2.0215 -3.4676  0.016
H -1.8154 3.6526 -2.9721  0.047
H 1.9235 1.5536 -2.4560  0.017
H 1.3575 3.1197 -3.0352  0.045
H 0.8271 1.6503 -3.8368  0.032
C 3.7869 -2.1417 3.0471  -0.337
Te 3.0078 -0.1725 3.2914  1.400
C 4.9446 0.7691 3.1691  -0.389
H 3.9020 -2.5814 4.0351  0.033
H 4.7422 -2.0934 2.5335  0.024
H 3.0603 -2.7099 2.4753  -0.008
H 5.5616 0.3104 2.4011  0.014
H 5.4385 0.6807 4.1349  0.017
H 4.8016 1.8237 2.9447  0.005
O 0.6243 -1.6805 3.5963  -0.473
Cl 0.1904 -2.5409 2.5153  0.636
O 0.4108 -3.8934 2.8374  -0.261
O -1.1676 -2.2668 2.2150  -0.291
O 1.0316 -2.2049 1.3465  -0.543

## Properties
LUMO level (spin up / spin down) = -6.41 / -5.39 eV
F_max = 0.8 eV/Å
DFT total energy = -2385.1581 Ha
relative energy (zero: lowest compared OMol25 entry of this formula, charge and spin) = 72.7 kJ/mol
total charge = +1



The following is a DFT calculation (ωB97M-V/def2-TZVPD) of C3H6LiO5Y as an isolated structure at a distorted geometry.

Each line ends with the Löwdin charge.
Cartesian coordinates (Å):
H 0.4854 -1.1580 -2.4893  0.135
C 1.0203 -1.4285 -1.5555  -0.332
C 0.6245 -0.4123 -0.4926  -0.315
O -0.7427 -0.5284 -0.1809  -0.150
Y 4.3933 -0.7465 -1.4248  1.571
O 2.3834 -1.4761 -1.7390  -0.529
H 0.6164 -2.4155 -1.2476  0.134
H 0.8783 0.6049 -0.8477  0.119
H 1.2392 -0.5854 0.4160  0.110
C -1.5697 1.2398 1.2019  -0.749
O -0.9418 2.3356 1.2939  -0.099
O -2.8246 1.2109 0.6823  0.121
H -2.9831 2.0349 0.2072  0.126
Li -0.3737 1.8037 3.0605  0.832
O -1.3539 0.3298 2.1419  -0.190
H -0.8513 -0.8089 0.9739  0.218

## Properties
expectation value of S² = 0.750
LUMO level (spin up / spin down) = -5.17 / -5.76 eV
F_max = 5.4 eV/Å
2S+1 = 2
DFT total energy = -539.6764 Ha
relative energy (zero: lowest compared OMol25 entry of this formula, charge and spin) = 114.5 kJ/mol
total charge = +1



The following is a DFT calculation (ωB97M-V/def2-TZVPD) of one molecule with the formula C5H7N.

Each line ends with the Löwdin charge.
Cartesian coordinates (Å):
C 0.0153 -1.3144 0.9006  -0.037
C -0.0500 -0.2373 -0.1880  -0.580
C 0.7738 1.0483 -0.0476  -0.136
N 1.1998 -0.0581 -0.8796  0.055
C -1.3919 -0.3853 -1.0558  -0.021
C -1.6036 0.7646 -0.5915  0.072
H 0.1981 -2.3050 0.4573  0.089
H -0.9154 -1.3858 1.4714  0.079
H 0.8455 -1.0975 1.5773  0.076
H 0.6053 1.9987 -0.5685  0.109
H 1.2816 1.1795 0.9007  0.099
H 1.0485 0.1489 -1.8624  0.109
H -2.0070 1.6434 -0.1137  0.085

## Properties
LUMO level = 0.95 eV
F_max = 0.9 eV/Å
DFT total energy = -249.2744 Ha
relative energy (zero: lowest compared OMol25 entry of this formula, charge and spin) = 522.1 kJ/mol